30
Properties=species:S:1:pos:R:3:nbo_charge:R:1 method="wB97M-V/def2-TZVPD" e_homo_ev=-3.90 total_charge=-1 orbital_gap_ev=6.30 spin_multiplicity=1 e_above_lowest_kj_mol=408.2
C -0.482 1.159 0.445 -0.645
C -0.798 -0.431 0.042 -0.535
S -2.311 -0.393 -1.065 0.118
C -3.745 -1.359 -0.345 -0.764
B -4.663 -0.482 0.749 0.477
O -3.825 0.343 1.663 -0.946
N -5.769 0.323 0.048 -0.598
C -5.371 1.664 -0.028 0.272
S -4.944 3.149 -0.817 -0.184
H -1.494 1.732 0.260 0.255
H 0.309 1.548 -0.359 0.195
H -0.096 1.275 1.551 0.210
H 0.186 -0.821 -0.493 0.178
H -1.009 -1.096 0.988 0.216
H -4.480 -1.613 -1.249 0.224
H -3.463 -2.381 0.150 0.205
H -5.247 -1.319 1.379 -0.139
H -3.569 -0.230 2.469 0.462
C 5.173 0.321 -1.399 -0.614
C 4.791 -0.668 -0.303 -0.383
C 3.296 -0.650 0.022 -0.505
C 2.893 0.733 0.508 0.286
N 2.559 1.880 0.911 -0.333
H 4.968 1.354 -1.101 0.222
H 6.243 0.253 -1.618 0.209
H 4.622 0.114 -2.324 0.205
H 5.371 -0.438 0.600 0.206
H 5.076 -1.677 -0.620 0.205
H 3.072 -1.384 0.802 0.251
H 2.707 -0.906 -0.865 0.250

=====

17
Properties=species:S:1:pos:R:3:nbo_charge:R:1 method="wB97M-V/def2-TZVPD" e_homo_ev=-14.22 total_charge=+1 orbital_gap_ev=9.35 spin_multiplicity=1 e_above_lowest_kj_mol=283.3
O -2.122 0.473 1.028 -0.547
C -1.565 1.555 1.105 0.457
C -0.859 2.208 -0.028 -0.735
H -1.629 2.075 2.076 0.150
H 0.058 1.630 -0.213 0.219
H -0.554 3.208 0.263 0.253
H -1.477 2.187 -0.928 0.270
N -0.624 -1.358 -0.200 -0.881
C 0.694 -1.458 -0.431 0.779
N 1.279 -1.469 -1.696 -0.889
N 1.534 -1.409 0.600 -0.669
H -1.021 -1.986 0.490 0.431
H -1.105 -0.427 -0.054 0.463
H 1.843 -2.250 -2.006 0.436
H 1.815 -0.627 -1.878 0.409
H 2.522 -1.355 0.403 0.426
H 1.212 -0.997 1.469 0.428

=====

84
Properties=species:S:1:pos:R:3:mulliken_spin:R:1 method="wB97M-V/def2-TZVPD" e_homo_ev="-10.09 / -10.15" total_charge=+1 orbital_gap_ev="8.05 / 5.74" s_squared=0.7697 spin_multiplicity=2
Fe -0.662 -0.698 -1.072 0.003
C 3.487 0.884 -3.828 0.002
C 2.494 -0.179 -4.107 -0.003
N 2.622 -1.144 -4.956 0.000
N 1.472 -1.870 -4.851 0.000
C 0.629 -1.383 -3.934 0.001
S -0.870 -1.886 -3.414 0.001
N 1.280 -0.294 -3.456 0.003
N 0.694 0.495 -2.468 -0.018
H 4.364 0.710 -4.445 0.001
H 3.789 0.879 -2.780 0.004
H 3.077 1.867 -4.067 0.001
H 1.329 -2.688 -5.420 0.000
H 1.388 1.088 -2.025 0.037
H -0.022 1.087 -2.884 -0.002
C -4.183 -6.362 -0.980 0.000
C -4.508 -5.112 -1.483 0.000
C -3.694 -4.024 -1.211 -0.001
C -2.553 -4.181 -0.426 0.001
C -2.228 -5.440 0.074 0.000
C -3.045 -6.525 -0.202 0.000
P -1.534 -2.710 -0.070 -0.006
C 0.066 -3.500 0.353 0.001
C 0.595 -3.598 1.634 0.001
C 1.849 -4.163 1.828 0.000
C 2.563 -4.667 0.752 0.000
C 2.036 -4.585 -0.529 0.000
C 0.803 -3.987 -0.730 -0.001
C -2.180 -2.077 1.506 0.003
C -2.600 -2.852 2.556 -0.004
C -3.006 -2.244 3.759 0.007
C -3.005 -0.882 3.883 -0.006
C -2.630 -0.053 2.800 0.005
C -2.676 1.359 2.876 -0.003
C -2.373 2.118 1.782 0.021
C -1.984 1.506 0.568 0.037
C -1.861 0.139 0.448 0.041
C -2.207 -0.657 1.583 -0.017
H -4.814 -7.214 -1.197 0.000
H -5.396 -4.986 -2.089 0.000
H -3.937 -3.046 -1.612 0.000
H -1.337 -5.576 0.673 0.000
H -2.790 -7.501 0.189 0.000
H 0.033 -3.230 2.483 0.000
H 2.264 -4.217 2.826 0.000
H 3.532 -5.122 0.911 0.000
H 2.588 -4.989 -1.369 0.000
H 0.393 -3.896 -1.730 0.000
H -2.622 -3.932 2.468 0.000
H -3.323 -2.862 4.589 0.000
H -3.311 -0.416 4.812 0.000
H -2.984 1.823 3.806 0.000
H -2.433 3.199 1.835 0.000
H -1.807 2.148 -0.288 -0.044
C 1.296 8.590 0.668 -0.006
C 1.122 7.112 0.492 0.096
C 1.618 6.209 1.430 -0.024
C 1.509 4.843 1.255 0.068
C 2.034 3.911 2.311 0.007
C 0.896 4.352 0.073 -0.029
Se 0.992 2.511 -0.278 0.750
C 0.309 5.254 -0.848 0.059
C -0.465 4.808 -2.057 0.005
C 0.446 6.613 -0.618 -0.032
H 1.845 8.822 1.578 -0.001
H 0.328 9.092 0.709 0.008
H 1.840 9.008 -0.181 0.008
H 2.108 6.584 2.321 0.001
H 2.382 4.468 3.180 0.001
H 2.860 3.312 1.928 0.003
H 1.249 3.223 2.629 0.002
H -0.633 3.735 -2.049 0.004
H 0.064 5.071 -2.975 0.004
H -1.434 5.308 -2.085 0.004
H 0.014 7.308 -1.330 0.001
N 0.935 -0.349 1.430 0.000
C 2.079 -0.250 2.119 0.007
C 3.098 -0.583 1.253 -0.007
C 2.456 -0.869 0.044 0.009
N 1.143 -0.727 0.162 0.003
H -0.008 -0.151 1.738 -0.007
H 2.097 0.049 3.153 0.002
H 4.152 -0.619 1.464 0.001
H 2.894 -1.189 -0.889 0.000

=====

59
Properties=species:S:1:pos:R:3:nbo_charge:R:1 method="wB97M-V/def2-TZVPD" e_homo_ev=-8.62 orbital_gap_ev=9.31 spin_multiplicity=1
C 3.087 -1.293 3.227 -0.606
C 3.414 -1.772 1.808 -0.711
P 2.052 -2.688 0.922 0.788
C 0.571 -2.440 1.973 -0.950
C 1.468 -1.603 -0.515 -0.194
O 0.588 -2.499 -1.257 -0.711
S 1.487 -3.387 -2.258 2.549
O 0.998 -3.150 -3.571 -0.911
O 1.627 -4.702 -1.762 -0.883
O 2.855 -2.586 -2.061 -0.692
C 2.427 -1.248 -1.651 0.059
C 3.519 -0.207 -1.525 -0.433
C 3.098 1.164 -2.093 -0.397
C 3.451 2.325 -1.156 -0.391
C 2.502 2.417 0.042 -0.389
C 1.078 2.876 -0.340 -0.406
C -0.034 1.896 0.061 -0.397
C -1.390 2.570 0.322 -0.392
C -2.599 1.769 -0.187 -0.398
C -3.206 0.808 0.855 -0.411
C -4.712 0.984 1.054 -0.405
C -5.545 0.279 -0.001 -0.054
O -5.145 -1.070 -0.092 -0.554
C -6.046 -1.909 -0.787 -0.244
H 2.550 -0.344 3.204 0.204
H 4.003 -1.133 3.798 0.215
H 2.481 -2.010 3.779 0.207
H 4.245 -2.479 1.839 0.231
H 3.762 -0.924 1.232 0.216
H 0.421 -1.425 2.346 0.217
H 0.616 -3.127 2.818 0.238
H -0.294 -2.722 1.369 0.251
H 0.937 -0.721 -0.161 0.225
H 1.767 -0.940 -2.471 0.202
H 4.374 -0.577 -2.094 0.241
H 3.856 -0.091 -0.503 0.208
H 3.582 1.322 -3.058 0.218
H 2.019 1.181 -2.275 0.198
H 4.481 2.203 -0.809 0.202
H 3.407 3.254 -1.730 0.206
H 2.446 1.423 0.502 0.182
H 2.923 3.100 0.781 0.212
H 0.873 3.831 0.149 0.205
H 1.030 3.055 -1.418 0.199
H 0.295 1.355 0.954 0.191
H -0.169 1.164 -0.742 0.192
H -1.397 3.558 -0.146 0.200
H -1.520 2.733 1.396 0.200
H -2.309 1.217 -1.085 0.201
H -3.368 2.484 -0.496 0.197
H -3.022 -0.224 0.549 0.224
H -2.700 0.927 1.817 0.196
H -5.008 0.626 2.042 0.206
H -4.963 2.049 1.012 0.199
H -5.425 0.788 -0.970 0.157
H -6.607 0.343 0.268 0.166
H -6.081 -2.870 -0.273 0.188
H -5.701 -2.080 -1.812 0.173
H -7.050 -1.477 -0.820 0.167

=====

18
Properties=species:S:1:pos:R:3:nbo_charge:R:1 method="wB97M-V/def2-TZVPD" e_homo_ev="-1.48 / -3.02" total_charge=-1 orbital_gap_ev="5.14 / 6.64" s_squared=0.7686 spin_multiplicity=2 e_above_lowest_kj_mol=547.5
O -2.503 -0.949 0.817 -0.669
C -1.515 -0.558 1.749 0.698
O -1.863 0.175 2.660 -0.619
C 0.047 -0.695 1.539 -0.465
C 0.290 0.574 0.760 -0.526
C -0.171 0.730 -0.755 -0.480
C 1.952 -0.453 -1.477 -0.724
C 0.987 0.575 -1.716 -0.297
H -2.136 -0.001 0.671 0.494
H 0.227 -1.582 0.965 0.242
H 0.245 -0.740 2.606 0.232
H 1.320 0.355 0.346 0.311
H 0.243 1.552 1.233 0.211
H -0.602 1.722 -0.982 0.193
H -0.906 -0.053 -1.041 0.187
H 2.688 -0.408 -2.328 0.138
H 0.873 -1.263 -2.353 -0.075
H 0.823 1.018 -2.692 0.146

=====

12
Properties=species:S:1:pos:R:3:nbo_charge:R:1 method="wB97M-V/def2-TZVPD" e_homo_ev="-8.32 / -8.32" orbital_gap_ev="8.29 / 8.29" spin_multiplicity=1 e_above_lowest_kj_mol=441.5
C -2.267 -1.140 0.108 -0.625
C -1.753 0.065 -0.023 0.184
C 0.508 1.322 0.058 0.566
C 1.521 0.310 -0.078 -0.772
N 0.297 2.497 0.088 -0.583
F -2.687 1.201 -0.094 -0.440
H -3.308 -1.248 0.020 0.210
H -1.664 -2.003 0.227 0.211
H 0.909 -0.548 0.161 0.282
H 2.413 0.439 0.630 0.263
H 1.909 0.099 -1.098 0.275
H -0.602 2.878 -0.149 0.431

=====

9
Properties=species:S:1:pos:R:3:nbo_charge:R:1 method="wB97M-V/def2-TZVPD" e_homo_ev=-16.52 total_charge=+1 orbital_gap_ev=12.20 spin_multiplicity=1 e_above_lowest_kj_mol=52.0
C 0.779 0.804 -0.035 0.380
C -0.579 -0.561 0.038 -0.013
N 0.921 -0.527 -0.024 -0.515
N -0.545 0.874 -0.046 -0.516
H 1.609 1.613 0.055 0.276
H -1.123 -0.995 -0.673 0.224
H -0.757 -0.950 0.986 0.226
H 1.455 -1.307 0.329 0.467
H -1.316 1.496 -0.306 0.473

=====

9
Properties=species:S:1:pos:R:3:nbo_charge:R:1 method="wB97M-V/def2-TZVPD" e_homo_ev=-8.23 smiles="S=c1cc[nH]s1" orbital_gap_ev=8.33 spin_multiplicity=1 e_above_lowest_kj_mol=147.7
S -2.800 0.909 -0.040 0.000
C -1.386 0.161 -0.146 -0.432
C 0.162 1.043 0.085 -0.243
C 1.091 0.103 0.129 -0.036
N 0.677 -1.232 -0.044 -0.751
S -1.034 -1.478 0.036 0.582
H 0.190 2.106 0.300 0.242
H 2.083 0.386 0.266 0.223
H 1.017 -1.998 -0.586 0.415

=====

95
Properties=species:S:1:pos:R:3:mulliken_spin:R:1 method="wB97M-V/def2-TZVPD" e_homo_ev="-1.22 / -1.15" total_charge=-2 orbital_gap_ev="5.63 / 5.57" s_squared=0.8241 spin_multiplicity=2 e_above_lowest_kj_mol=256.7
Mn 0.075 -0.143 0.418 1.180
C 5.452 1.257 -0.378 0.000
C 4.438 0.720 0.636 -0.004
C 4.938 0.901 2.070 0.000
C 4.099 -0.725 0.326 -0.002
C 5.054 -1.723 0.488 0.006
C 4.782 -3.041 0.152 -0.009
C 3.528 -3.368 -0.338 0.014
C 2.547 -2.396 -0.508 -0.036
C 1.191 -2.871 -0.937 0.021
C 1.142 -3.367 -2.363 -0.001
C 0.780 -3.571 1.519 0.001
C 2.835 -1.055 -0.198 0.045
N 1.894 -0.022 -0.348 -0.072
C 1.171 0.094 -1.499 -0.051
C 0.045 0.904 -1.555 -0.040
N -0.360 1.613 -0.451 0.013
C -1.294 2.644 -0.525 0.000
C -0.994 3.831 0.186 0.008
C -1.840 4.926 0.088 -0.008
C -2.994 4.884 -0.682 0.003
C -3.320 3.706 -1.328 -0.007
C -2.507 2.577 -1.248 0.013
C -2.998 1.294 -1.897 0.000
C -2.983 1.381 -3.427 0.000
C -4.408 0.926 -1.420 0.001
C 0.289 3.939 0.986 0.013
C 0.039 4.406 2.418 0.000
C 1.281 4.860 0.272 -0.002
H 5.623 2.327 -0.228 0.000
H 5.089 1.109 -1.397 0.000
H 6.412 0.738 -0.284 0.000
H 3.514 1.287 0.529 0.004
H 5.827 0.294 2.268 0.000
H 4.153 0.616 2.774 0.000
H 5.191 1.948 2.255 0.000
H 6.034 -1.464 0.876 0.000
H 5.535 -3.809 0.286 -0.001
H 3.289 -4.399 -0.578 0.000
H -0.750 -2.191 -1.081 0.009
H 1.722 -4.288 -2.450 0.000
H 1.563 -2.624 -3.047 0.001
H 0.120 -3.602 -2.652 0.001
H 1.689 -4.172 1.597 0.000
H 0.011 -4.021 2.145 0.001
H 1.002 -2.563 1.882 0.001
H 1.488 -0.409 -2.412 -0.002
H -0.384 1.079 -2.538 -0.001
H -1.588 5.839 0.617 -0.001
H -3.638 5.753 -0.762 0.001
H -4.242 3.655 -1.899 0.000
H -2.344 0.479 -1.591 0.003
H -3.682 2.147 -3.774 0.000
H -3.272 0.425 -3.871 0.000
H -1.993 1.644 -3.802 0.000
H -5.152 1.649 -1.765 0.000
H -4.445 0.884 -0.332 -0.001
H -4.688 -0.058 -1.804 0.000
H 0.731 2.945 1.033 0.007
H -0.437 5.393 2.447 0.000
H 0.981 4.463 2.967 0.000
H -0.595 3.699 2.950 0.000
H 0.890 5.881 0.205 0.000
H 1.475 4.504 -0.742 0.000
H 2.231 4.891 0.812 0.000
O -2.801 -0.854 0.724 -0.028
C -1.756 -0.517 1.029 -0.069
C -1.746 -2.334 3.894 -0.001
C -1.686 -1.118 4.801 0.001
C -2.481 0.055 4.253 0.001
O -0.301 -0.833 5.048 -0.001
P 0.615 0.411 4.573 0.004
S 0.004 2.121 5.298 0.002
S 1.126 0.249 2.647 0.013
O 1.938 0.037 5.423 0.000
C 2.597 -1.225 5.624 -0.001
C 1.984 -1.914 6.836 0.000
C 2.618 -2.142 4.412 0.002
H -2.783 -2.616 3.701 0.000
H -1.232 -3.181 4.351 0.000
H -1.264 -2.112 2.943 0.001
H -2.093 -1.384 5.783 0.000
H -2.053 0.401 3.312 -0.002
H -2.486 0.891 4.948 0.000
H -3.507 -0.274 4.066 0.000
H 3.623 -0.935 5.866 0.000
H 0.995 -2.297 6.588 0.000
H 1.880 -1.201 7.655 0.000
H 2.622 -2.741 7.159 0.000
H 1.605 -2.426 4.127 0.000
H 3.188 -3.043 4.654 0.000
H 3.074 -1.651 3.553 0.000
S -0.779 -4.880 -0.408 0.000
C 0.294 -3.538 0.086 -0.014
N 0.011 -2.154 -0.413 -0.015

=====

80
Properties=species:S:1:pos:R:3:mulliken_spin:R:1 method="wB97M-V/def2-TZVPD" e_homo_ev="-7.79 / -7.78" orbital_gap_ev="7.82 / 7.76" s_squared=3.8242 spin_multiplicity=4 e_above_lowest_kj_mol=0.0
Cr -0.615 -0.076 -0.794 3.384
C 4.598 1.651 -2.283 0.001
C 3.491 0.622 -2.503 0.004
C 3.566 -0.548 -1.549 -0.016
C 4.570 -1.494 -1.756 0.001
C 4.693 -2.608 -0.950 -0.001
C 3.803 -2.792 0.098 0.002
C 2.787 -1.880 0.339 -0.034
C 1.868 -2.071 1.513 0.012
C 2.300 -1.223 2.708 0.000
C 2.674 -0.755 -0.488 0.017
N 1.570 0.128 -0.291 -0.087
C 1.818 1.378 -0.071 0.026
C 0.763 2.329 -0.094 0.025
C 0.713 3.694 0.180 0.027
C -0.610 4.083 -0.049 0.002
C -1.300 2.941 -0.461 0.030
N -0.479 1.879 -0.493 -0.018
H 4.540 2.449 -3.022 0.000
H 5.583 1.190 -2.360 0.000
H 4.532 2.106 -1.294 0.000
H 3.575 0.228 -3.520 0.000
H 2.516 1.104 -2.449 0.001
H 5.253 -1.349 -2.584 0.000
H 5.473 -3.333 -1.138 0.000
H 3.890 -3.663 0.738 0.000
H 1.858 -3.126 1.794 0.002
H 0.846 -1.809 1.233 0.000
H 3.291 -1.517 3.054 0.000
H 1.605 -1.317 3.543 0.000
H 2.359 -0.172 2.416 0.000
H 2.837 1.717 0.127 0.007
H 1.534 4.307 0.513 0.001
H -1.029 5.069 0.065 0.001
H -2.342 2.843 -0.720 0.000
O -3.697 0.483 -0.477 -0.025
B -2.693 -0.098 -1.300 -0.248
O -3.334 -0.656 -2.428 -0.011
C -4.675 -0.419 -2.283 0.003
C -5.705 -0.771 -3.125 0.001
C -6.989 -0.394 -2.731 0.000
C -7.209 0.302 -1.548 0.000
C -6.153 0.651 -0.704 0.002
C -4.893 0.272 -1.107 -0.009
H -5.521 -1.307 -4.045 0.000
H -7.830 -0.646 -3.363 0.000
H -8.217 0.582 -1.276 0.000
H -6.308 1.196 0.216 0.000
C -0.515 -2.738 -1.579 0.006
C 0.370 -1.989 -2.580 -0.015
C 0.398 -2.725 -3.916 -0.005
C -0.085 -0.530 -2.714 -0.129
H -0.179 -3.767 -1.426 -0.001
H -1.558 -2.749 -1.898 0.004
H -0.488 -2.294 -0.563 -0.005
H 1.386 -1.999 -2.172 -0.017
H -0.600 -2.737 -4.360 0.001
H 0.735 -3.759 -3.807 -0.002
H 1.066 -2.222 -4.616 0.000
H -0.912 -0.450 -3.422 0.017
H 0.733 0.090 -3.088 0.013
O 1.766 3.937 4.168 0.000
C 1.209 3.056 5.128 0.000
N 0.671 1.947 4.391 0.000
C -0.578 1.469 4.599 0.001
O -1.299 1.829 5.510 0.000
C -1.055 0.454 3.602 0.002
C -1.950 -0.528 4.003 0.007
C -2.422 -1.430 3.069 -0.007
C -1.997 -1.306 1.756 0.018
N -1.137 -0.363 1.361 -0.051
C -0.680 0.504 2.269 0.076
H 2.008 4.759 4.606 0.000
H 0.389 3.508 5.687 0.000
H 1.984 2.716 5.824 0.000
H 1.223 1.584 3.630 0.000
H -2.274 -0.556 5.035 0.000
H -3.123 -2.207 3.336 0.000
H -2.366 -1.970 0.985 0.003
H -0.027 1.283 1.897 -0.016

=====

15
Properties=species:S:1:pos:R:3:nbo_charge:R:1 method="wB97M-V/def2-TZVPD" e_homo_ev=-9.13 smiles="[H]/N=C(/C=C)N(S)/C=N/[H]" orbital_gap_ev=9.53 spin_multiplicity=1 e_above_lowest_kj_mol=380.4
H -1.522 0.074 1.810 0.344
N -0.797 0.846 1.573 -0.653
C -0.056 0.325 0.612 0.404
C 0.768 1.197 -0.250 -0.258
C 0.450 2.521 -0.140 -0.343
N -0.116 -1.131 0.336 -0.648
S -0.533 -2.323 1.464 0.246
C -0.234 -1.385 -1.038 0.297
N -0.285 -0.557 -1.989 -0.685
H -0.415 -1.100 -2.873 0.368
H 1.670 0.740 -0.699 0.224
H 1.272 3.161 -0.503 0.211
H -0.311 2.652 0.609 0.248
H 0.599 -2.404 2.078 0.103
H -0.491 -2.614 -0.990 0.142